No. 1
Entry from the Open Molecules 2025 dataset: a 6-piece molecular cluster, C24H46N7O overall in a non-equilibrium geometry (wB97M-V/def2-TZVPD).

Values from the calculation:
Highest occupied orbital energy (eV): -1.9
HOMO-LUMO gap (Ha): 0.156

The geometry in ORCA input format:
```
! wB97M-V def2-TZVPD RIJCOSX def2/J DEFGRID3
* xyz -1 1
N -1.463 0.086 0.881
C -2.021 0.405 -0.487
N -3.502 0.695 -0.533
C -4.054 1.135 0.805
C -5.700 1.319 0.573
C -6.400 -0.115 0.077
O -7.150 -0.793 1.146
H -0.641 0.686 1.134
H -1.147 -0.929 0.928
H -1.848 -0.566 -1.160
H -1.394 1.262 -1.017
H -3.974 0.302 1.656
H -3.674 2.184 1.158
H -5.824 2.122 -0.284
H -6.258 1.624 1.577
H -7.199 0.152 -0.768
H -5.637 -0.852 -0.416
H -6.598 -0.917 1.975
C 3.889 0.955 2.197
C 3.165 2.282 2.005
C 1.730 2.116 1.505
C 1.672 1.511 0.170
N 1.633 1.021 -0.883
H 3.985 0.410 1.254
H 4.898 1.129 2.585
H 3.355 0.318 2.910
H 3.738 2.907 1.309
H 3.144 2.811 2.965
H 1.251 3.102 1.470
H 1.157 1.509 2.215
C 4.787 -3.493 2.886
C 3.436 -4.090 2.513
C 2.400 -3.034 2.128
C 2.070 -2.144 3.248
N 1.822 -1.436 4.135
H 4.711 -2.847 3.765
H 5.500 -4.291 3.121
H 5.197 -2.904 2.059
H 3.067 -4.696 3.349
H 3.577 -4.769 1.663
H 1.485 -3.540 1.795
H 2.764 -2.445 1.279
C 6.566 0.782 -3.556
C 5.074 0.799 -3.251
C 4.754 0.447 -1.799
C 5.144 -0.927 -1.461
N 5.466 -2.011 -1.196
H 6.993 -0.215 -3.413
H 6.742 1.071 -4.598
H 7.106 1.484 -2.913
H 4.559 0.108 -3.931
H 4.686 1.803 -3.463
H 3.675 0.560 -1.636
H 5.253 1.153 -1.126
C -4.898 5.944 -1.603
C -3.716 5.272 -2.291
C -3.184 4.062 -1.525
C -2.638 4.430 -0.213
N -2.217 4.725 0.828
H -4.619 6.339 -0.621
H -5.259 6.783 -2.207
H -5.725 5.240 -1.469
H -2.917 6.010 -2.436
H -4.033 4.946 -3.289
H -2.395 3.586 -2.119
H -3.981 3.319 -1.402
C -2.798 -3.601 -0.757
C -1.616 -4.273 -1.445
C -1.084 -5.484 -0.679
C -0.538 -5.116 0.632
N -0.117 -4.820 1.674
H -2.519 -3.207 0.225
H -3.159 -2.763 -1.361
H -3.625 -4.306 -0.623
H -0.817 -3.536 -1.590
H -1.933 -4.600 -2.443
H -0.295 -5.960 -1.273
H -1.881 -6.226 -0.556
*
```


No. 2
Entry from the Open Molecules 2025 dataset: one molecule with the formula C5H8N2 (wB97M-V/def2-TZVPD).

Values from the calculation:
Highest occupied orbital energy (eV): -8.7
ΔE to the lowest compared entry with this formula, charge and spin (kcal per mole): 4.0
Structure (SMILES): CCn1ccnc1
HOMO-LUMO gap (Ha): 0.353

The geometry in ORCA input format:
```
! wB97M-V def2-TZVPD RIJCOSX def2/J DEFGRID3
* xyz 0 1
C 0.104 1.044 1.818
C 0.605 0.970 0.384
N 0.042 -0.142 -0.372
C 0.290 -0.383 -1.704
C -0.399 -1.522 -2.012
N -1.067 -1.991 -0.908
C -0.776 -1.144 0.052
H 0.493 1.955 2.280
H -0.989 1.078 1.858
H 0.450 0.194 2.414
H 1.698 0.874 0.374
H 0.355 1.899 -0.140
H 0.915 0.279 -2.288
H -0.455 -2.034 -2.967
H -1.144 -1.205 1.071
*
```


No. 3
Entry from the Open Molecules 2025 dataset: C21H37AgFGeN3O9 as an isolated structure (wB97M-V/def2-TZVPD).

Values from the calculation:
Highest occupied orbital energy (alpha / beta) (eV): -5.8 / -5.7
ΔE to the lowest compared entry with this formula, charge and spin (kcal per mole): 9.0
HOMO-LUMO gap (alpha / beta) (Ha): 0.308 / 0.234
⟨S²⟩: 0.75

The geometry in ORCA input format:
```
! wB97M-V def2-TZVPD RIJCOSX def2/J DEFGRID3
* xyz -1 2
Ag 0.752 -0.282 -0.530
C 0.152 2.971 2.159
C 0.814 2.852 0.786
C 0.915 4.227 0.128
C 2.207 2.237 0.914
O 0.003 1.981 0.015
Ge -0.482 2.121 -1.788
O 1.152 1.177 -2.191
C 1.769 1.146 -3.472
C 2.320 2.544 -3.765
C 0.740 0.743 -4.524
C 2.908 0.134 -3.435
O -1.216 0.389 -1.591
C -2.611 0.141 -1.439
C -3.327 0.550 -2.725
C -2.772 -1.359 -1.203
C -3.148 0.925 -0.248
H 0.772 3.544 2.849
H -0.020 1.976 2.561
H -0.818 3.458 2.069
H 1.499 4.906 0.752
H -0.076 4.654 -0.015
H 1.403 4.154 -0.844
H 2.865 2.878 1.505
H 2.648 2.089 -0.071
H 2.148 1.261 1.406
H 1.517 3.280 -3.755
H 2.803 2.574 -4.742
H 3.051 2.817 -3.006
H -0.054 1.485 -4.598
H 0.290 -0.212 -4.256
H 1.211 0.645 -5.501
H 3.568 0.322 -2.592
H 3.481 0.180 -4.362
H 2.529 -0.883 -3.324
H -2.875 0.048 -3.579
H -3.258 1.626 -2.882
H -4.382 0.278 -2.676
H -2.351 -1.914 -2.040
H -3.825 -1.629 -1.103
H -2.255 -1.644 -0.286
H -3.023 1.994 -0.415
H -2.605 0.659 0.656
H -4.212 0.726 -0.106
N 0.545 -2.739 -2.603
C 1.396 -3.751 -2.003
C 2.024 -3.375 -0.662
C 3.055 -2.276 -0.837
O 4.198 -2.547 -1.167
O 2.679 -1.061 -0.606
H -0.205 -2.478 -1.959
H 1.074 -1.885 -2.804
H 2.186 -4.002 -2.717
H 0.793 -4.655 -1.865
H 2.553 -4.248 -0.269
H 1.251 -3.072 0.046
F -1.970 1.068 6.487
C -1.865 -0.192 6.022
C -1.045 -0.490 5.002
N -0.904 -1.765 4.525
C -0.035 -2.001 3.391
C -0.453 -1.187 2.149
O 0.251 -1.505 1.141
O -1.359 -0.381 2.223
C -1.642 -2.806 5.034
O -1.574 -3.945 4.636
N -2.480 -2.458 6.078
C -2.682 -1.212 6.658
O -3.452 -1.061 7.580
H -0.459 0.272 4.511
H -0.056 -3.070 3.168
H 0.991 -1.729 3.648
H -3.021 -3.224 6.465
*
```


No. 4
Entry from the Open Molecules 2025 dataset: CHO3PS2 as an isolated structure in a non-equilibrium geometry (wB97M-V/def2-TZVPD).

Values from the calculation:
Highest occupied orbital energy (eV): -9.9
ΔE to the lowest compared entry with this formula, charge and spin (kcal per mole): 28.2
HOMO-LUMO gap (Ha): 0.319

The geometry in ORCA input format:
```
! wB97M-V def2-TZVPD RIJCOSX def2/J DEFGRID3
* xyz 0 1
C 1.594 0.530 -0.301
O 2.470 0.991 -0.924
O 0.575 -0.055 -0.968
O -1.716 0.484 -0.198
P -0.589 -0.444 0.086
S -1.104 -2.304 0.528
S 1.191 0.723 1.441
H -2.421 0.075 0.336
*
```